C3H6ClMgO as an isolated structure at a distorted geometry. Source: the OMol25 dataset; level of theory: ωB97M-V with the def2-TZVPD basis set.

Geometry as XYZ:
```
12
Properties=species:S:1:pos:R:3
Mg 18.521 -10.676 10.407
Cl 16.915 -12.804 8.239
C 18.486 -12.671 0.450
C 18.845 -13.798 1.366
O 18.659 -14.968 0.969
C 19.329 -13.499 2.749
H 18.143 -11.872 1.107
H 17.638 -12.898 -0.196
H 19.380 -12.501 -0.150
H 18.440 -13.331 3.358
H 19.968 -12.626 2.615
H 20.017 -14.253 3.133
```

For the LUMO energy, the calculation gives -0.344 Eh. Its charge is +1. The energy above the lowest of the compared OMol25 structures with the same formula, charge and spin is 6.213 eV. The value obtained for the total energy is -853.02340 Eh. The calculation puts the HOMO energy at -10.922 eV. As for the strongest force on any atom: 0.088 Eh/bohr. The value obtained for the frontier orbital gap is 1.571 eV.

natural (NBO) charges, unit e, in atom order: 1.40 -0.41 -0.72 0.58 -0.54 -0.72 0.21 0.25 0.25 0.24 0.22 0.24

A 2-piece molecular cluster, C3H6BrNO2 overall at a distorted geometry. Source: the OMol25 dataset; level of theory: ωB97M-V with the def2-TZVPD basis set.

Geometry as XYZ:
```
13
Properties=species:S:1:pos:R:3
C 1.139 -0.637 0.389
C -0.082 -1.569 0.076
C -1.293 -0.814 -0.207
N -0.235 2.853 -0.458
O -0.356 3.005 0.730
O 0.399 3.533 -1.196
Br -1.235 0.601 -1.408
H 2.038 -1.227 0.543
H 0.866 -0.340 1.421
H 1.226 0.181 -0.229
H -0.337 -2.150 1.030
H 0.128 -2.241 -0.814
H -2.259 -1.195 0.125
```

For the LUMO energy (alpha / beta), the calculation gives -0.007 / -0.063 Eh. Its charge is 0. The energy above the lowest of the compared OMol25 structures with the same formula, charge and spin is 5.703 eV. The value obtained for the total energy is -2896.94895 Eh. The calculation puts the HOMO energy (alpha / beta) at -9.868 / -8.105 eV. As for the strongest force on any atom: 0.086 Eh/bohr. The value obtained for the frontier orbital gap (alpha / beta) is 9.665 / 6.395 eV.

natural (NBO) charges, unit e, in atom order: -0.60 -0.49 -0.23 0.49 -0.31 -0.29 0.15 0.22 0.21 0.21 0.23 0.22 0.21